Entry 1:
{
  "formula": "C20H42BF3NNbO10P",
  "method": "ωB97M-V/def2-TZVPD",
  "symbols": ["C", "C", "B", "O", "Nb", "O", "C", "C", "C", "O", "C", "P", "O", "O", "O", "C", "C", "C", "C", "C", "N", "C", "F", "F", "F", "H", "H", "H", "H", "H", "H", "H", "H", "H", "H", "H", "H", "H", "H", "H", "H", "H", "H", "H", "H", "H", "H", "C", "O", "C", "C", "O", "C", "H", "H", "H", "H", "H", "H", "H", "H", "H", "H", "C", "O", "C", "C", "O", "C", "H", "H", "H", "H", "H", "H", "H", "H", "H", "H"],
  "coordinates": [[4.3780, -4.5922, 2.9571], [3.4208, -3.3177, 2.8645], [2.9386, -3.1529, 1.3276], [3.9434, -3.1471, 0.3252], [0.6920, -2.9484, 0.6962], [1.3083, -3.5873, -1.1910], [0.1176, -2.2371, 2.7628], [-1.0549, -1.1722, 2.8114], [-0.6232, 0.2157, 3.4853], [-0.9173, 1.3278, 2.6095], [-1.4578, -2.9160, -0.0972], [-1.6611, -3.5656, -1.8328], [-1.0702, -2.6433, -2.8463], [-3.3397, -3.5492, -2.1016], [-1.1869, -5.1388, -1.9816], [1.1571, -0.8014, -0.0181], [1.7285, 0.1200, 0.9702], [2.0571, 1.4874, 0.5061], [1.7946, 1.7982, -0.9096], [1.2081, 0.7398, -1.7222], [0.8857, -0.5239, -1.3361], [0.5013, -5.1825, 1.3141], [1.2076, -5.9759, 0.3956], [0.9625, -5.4425, 2.6187], [-0.8217, -5.6395, 1.2192], [5.2366, -4.4768, 2.2525], [4.7909, -4.6502, 3.9952], [3.7436, -5.4867, 2.7013], [2.5843, -3.3868, 3.5999], [4.0282, -2.4011, 3.1195], [3.7511, -3.8019, -0.3679], [1.9928, -2.9574, -1.4880], [1.0369, -1.7422, 3.2043], [-0.0769, -3.1192, 3.4423], [-1.4899, -0.9011, 1.8184], [-1.8623, -1.5944, 3.4760], [0.4487, 0.2167, 3.8077], [-1.2835, 0.3848, 4.3825], [-0.7506, 1.0705, 1.6867], [-2.1697, -3.4250, 0.6095], [-1.7460, -1.8255, -0.1795], [-3.7585, -3.3080, -1.2548], [-0.9699, -5.2688, -2.9267], [1.9598, -0.1124, 2.0288], [2.4887, 2.2364, 1.2112], [2.0557, 2.8114, -1.2854], [1.0064, 0.9962, -2.7962], [-1.1403, -0.3861, -4.6327], [-1.5474, 0.9657, -4.8577], [-1.2647, 1.4099, -6.1752], [-2.5160, 1.4106, -7.0384], [-2.9785, 0.0877, -7.2828], [-4.0933, -0.2553, -6.4748], [-1.5624, -0.7174, -3.6889], [-1.4943, -1.0512, -5.4237], [-0.0495, -0.4403, -4.5658], [-0.4753, 0.8043, -6.6325], [-0.8952, 2.4386, -6.0930], [-2.2713, 1.8468, -8.0131], [-3.3020, 2.0229, -6.5838], [-4.9854, 0.2759, -6.8245], [-3.9162, -0.0241, -5.4226], [-4.2649, -1.3277, -6.5710], [-0.2632, 7.8131, 3.2511], [-1.1960, 6.7529, 3.3669], [-1.0726, 5.8004, 2.3117], [-0.3423, 4.5510, 2.7732], [1.0270, 4.8289, 3.0611], [1.2776, 4.9290, 4.4524], [-0.2785, 8.3811, 4.1820], [0.7518, 7.4426, 3.0859], [-0.5514, 8.4776, 2.4295], [-0.5769, 6.2434, 1.4418], [-2.0885, 5.5224, 2.0147], [-0.3542, 3.8180, 1.9630], [-0.8408, 4.1024, 3.6369], [1.2320, 3.9365, 4.9122], [0.5655, 5.5952, 4.9453], [2.2828, 5.3312, 4.5885]],
  "lowdin_charge": [-0.125, -0.231, -0.488, 0.006, 1.813, -0.417, -0.344, -0.248, -0.247, -0.125, -0.394, 0.473, -0.342, -0.215, -0.174, -0.324, -0.102, -0.062, -0.066, -0.155, 0.026, -0.546, -0.024, -0.032, -0.027, 0.065, 0.062, 0.073, 0.065, 0.096, 0.081, -0.006, 0.024, 0.053, 0.067, 0.100, 0.097, 0.111, 0.065, 0.020, 0.025, 0.042, 0.081, 0.076, 0.094, 0.087, 0.095, -0.114, -0.200, -0.218, -0.211, -0.195, -0.112, 0.061, 0.086, 0.083, 0.124, 0.119, 0.118, 0.122, 0.082, 0.087, 0.089, -0.121, -0.195, -0.195, -0.201, -0.195, -0.116, 0.085, 0.083, 0.085, 0.124, 0.125, 0.112, 0.125, 0.088, 0.082, 0.086],
  "homo_energy_ev": -4.68,
  "e_tot_ev": -63051.5987,
  "spin_multiplicity": 1,
  "total_charge": -1
}

Entry 2:
{
  "formula": "C20H42Cl16O2",
  "method": "ωB97M-V/def2-TZVPD",
  "symbols": ["C", "O", "C", "C", "O", "C", "H", "H", "H", "H", "H", "H", "H", "H", "H", "H", "Cl", "C", "C", "Cl", "H", "H", "H", "H", "Cl", "C", "C", "Cl", "H", "H", "H", "H", "Cl", "C", "C", "Cl", "H", "H", "H", "H", "Cl", "C", "C", "Cl", "H", "H", "H", "H", "Cl", "C", "C", "Cl", "H", "H", "H", "H", "Cl", "C", "C", "Cl", "H", "H", "H", "H", "Cl", "C", "C", "Cl", "H", "H", "H", "H", "Cl", "C", "C", "Cl", "H", "H", "H", "H"],
  "coordinates": [[-1.0833, 4.7651, 26.3188], [0.1894, 5.2881, 26.5511], [0.2986, 5.7068, 27.8898], [1.7234, 5.9227, 28.3449], [2.4484, 4.7201, 28.4793], [2.5867, 4.0222, 27.2742], [-1.2362, 3.7797, 26.7766], [-1.4138, 4.7297, 25.2827], [-1.8588, 5.3829, 26.7968], [-0.0269, 4.8997, 28.5679], [-0.3435, 6.5766, 28.0688], [1.6953, 6.3624, 29.3396], [2.2793, 6.6211, 27.7103], [1.7077, 3.4191, 27.0139], [3.4386, 3.3473, 27.3040], [2.7206, 4.6791, 26.4060], [-4.2401, 3.7390, 21.8521], [-3.6327, 2.9909, 23.3593], [-3.8254, 1.5018, 23.2731], [-2.4495, 0.6781, 22.4354], [-4.1797, 3.4218, 24.1965], [-2.5861, 3.2432, 23.5248], [-4.7647, 1.1804, 22.8401], [-3.7552, 1.1058, 24.2886], [6.2431, 5.0272, 31.4524], [5.2556, 4.5030, 30.0513], [6.0488, 4.6689, 28.7703], [7.0550, 3.2266, 28.4412], [4.2868, 4.9961, 30.0459], [4.9752, 3.4587, 30.1885], [6.7863, 5.4577, 28.8826], [5.4380, 4.8566, 27.8907], [-0.6052, 2.5371, 30.9736], [-0.7195, 2.3329, 29.2199], [-1.3386, 0.9916, 28.8799], [-0.2164, -0.3543, 29.1937], [0.2427, 2.5870, 28.7857], [-1.4331, 3.1015, 28.9108], [-1.5775, 1.0019, 27.8160], [-2.2264, 0.7809, 29.4656], [0.7865, 0.9756, 25.7850], [-0.2442, -0.3140, 25.0977], [0.2325, -1.6894, 25.5362], [1.9368, -2.0116, 25.1768], [-0.3767, -0.1884, 24.0271], [-1.2074, -0.1059, 25.5625], [-0.3990, -2.4861, 25.1476], [0.0742, -1.7347, 26.6141], [0.1680, 3.5925, 22.7051], [1.5308, 4.0865, 23.7893], [2.8297, 3.7272, 23.1215], [3.0703, 1.9733, 22.9797], [1.4189, 3.5828, 24.7484], [1.3951, 5.1391, 24.0287], [3.6704, 4.0700, 23.7280], [2.9225, 4.1621, 22.1301], [-4.1235, 3.1085, 27.0433], [-5.4652, 3.5160, 28.1622], [-6.4852, 2.3892, 28.1293], [-7.8911, 2.8764, 29.1370], [-5.9163, 4.4392, 27.8085], [-5.0487, 3.6987, 29.1470], [-6.0274, 1.4886, 28.5245], [-6.9614, 2.2632, 27.1652], [5.6401, 2.4810, 25.4513], [5.0343, 0.8933, 26.0161], [5.2599, -0.1571, 24.9543], [6.9792, -0.4874, 24.6115], [3.9771, 1.1086, 26.1517], [5.5008, 0.6567, 26.9686], [4.8195, 0.1958, 24.0266], [4.7305, -1.0828, 25.1655], [-2.4475, 7.1120, 23.8647], [-4.1813, 7.3263, 23.4849], [-4.3467, 7.5283, 22.0037], [-6.1016, 7.7198, 21.6855], [-4.5548, 8.1738, 24.0586], [-4.7309, 6.4791, 23.8877], [-4.0194, 6.6546, 21.4457], [-3.9232, 8.4184, 21.5520]],
  "lowdin_charge": [-0.158, -0.194, -0.201, -0.186, -0.181, -0.121, 0.049, 0.044, 0.079, 0.112, 0.137, 0.133, 0.134, 0.046, 0.067, 0.092, 0.581, -0.666, -0.627, 0.557, 0.029, 0.020, 0.068, 0.054, 0.544, -0.657, -0.642, 0.534, 0.053, 0.064, 0.049, 0.054, 0.573, -0.694, -0.667, 0.568, 0.053, 0.038, 0.038, 0.064, 0.575, -0.628, -0.661, 0.572, 0.027, 0.054, 0.079, 0.030, 0.551, -0.637, -0.650, 0.578, 0.009, 0.077, 0.048, 0.070, 0.605, -0.633, -0.647, 0.548, 0.068, 0.073, 0.070, 0.060, 0.526, -0.619, -0.687, 0.545, 0.037, 0.068, 0.008, 0.042, 0.573, -0.674, -0.661, 0.538, 0.068, 0.059, 0.033, 0.067],
  "homo_energy_ev": -10.17,
  "e_tot_ev": -225875.6687,
  "de_lowest_ev": 0.180,
  "smiles": "COCCOC.ClCCCl.ClCCCl.ClCCCl.ClCCCl.ClCCCl.ClCCCl.ClCCCl.ClCCCl",
  "spin_multiplicity": 1
}

Entry 3:
{
  "formula": "C20H42CoF6N4O6P",
  "method": "ωB97M-V/def2-TZVPD",
  "symbols": ["Co", "N", "C", "N", "N", "C", "N", "H", "H", "H", "H", "C", "C", "O", "P", "O", "C", "C", "O", "C", "C", "H", "H", "H", "H", "H", "H", "H", "H", "H", "H", "H", "H", "H", "H", "H", "C", "C", "O", "C", "F", "F", "F", "C", "F", "F", "F", "H", "H", "H", "C", "C", "O", "C", "C", "H", "H", "H", "H", "H", "H", "H", "H", "H", "H", "C", "C", "O", "C", "C", "H", "H", "H", "H", "H", "H", "H", "H", "H", "H"],
  "coordinates": [[0.2839, 0.9234, 0.0830], [-0.2233, -0.6792, -6.1676], [-0.3308, -0.6610, -4.8361], [-0.8564, -1.7194, -4.2027], [0.1091, 0.4048, -4.2087], [0.0258, 0.6818, -2.9651], [-0.0352, 1.0082, -1.8545], [-0.5325, -1.4556, -6.7234], [0.1611, 0.1295, -6.6233], [-1.1833, -2.5191, -4.7157], [-0.9238, -1.7213, -3.1922], [-2.8114, -4.0856, 1.1769], [-2.3390, -2.6527, 1.3082], [-1.0852, -2.5203, 0.6182], [-0.6695, -1.2674, -0.2959], [0.5236, -1.9208, -1.1225], [0.5267, -3.2681, -1.6525], [1.2515, -4.2295, -0.7316], [-1.9093, -1.3178, -1.3767], [-3.0079, -0.3782, -1.3356], [-4.1968, -0.9764, -2.0580], [-3.6948, -4.2433, 1.7947], [-2.0276, -4.7676, 1.5054], [-3.0602, -4.3124, 0.1400], [-2.1809, -2.3979, 2.3565], [-3.0807, -1.9672, 0.8900], [1.0486, -3.1939, -2.6063], [-0.4988, -3.5956, -1.8331], [2.2254, -3.8227, -0.4585], [1.4016, -5.1796, -1.2445], [0.6778, -4.4017, 0.1756], [-2.6939, 0.5582, -1.7996], [-3.2782, -0.1636, -0.2996], [-3.9649, -1.1614, -3.1062], [-5.0330, -0.2797, -2.0104], [-4.4972, -1.9160, -1.5941], [-0.9881, 4.8392, 1.0271], [0.1578, 3.8272, 1.1209], [-0.2082, 2.5877, 0.6938], [1.3213, 4.3603, 0.2386], [1.6289, 5.6439, 0.4692], [2.4515, 3.6413, 0.4024], [0.9736, 4.2621, -1.0586], [0.6411, 3.7467, 2.5924], [1.5508, 2.7696, 2.7760], [-0.3963, 3.4697, 3.4096], [1.1913, 4.8948, 3.0187], [-1.3231, 4.8715, -0.0079], [-0.6563, 5.8284, 1.3360], [-1.8158, 4.5229, 1.6576], [-2.5666, 1.0398, 2.1005], [-1.5748, 0.3828, 3.0438], [-0.2537, 0.3645, 2.4984], [0.6802, -0.2289, 3.4043], [0.8520, -1.7262, 3.1917], [-3.5738, 0.7049, 2.3497], [-2.3360, 0.7824, 1.0667], [-2.5244, 2.1220, 2.1803], [-1.8859, -0.6466, 3.2557], [-1.5495, 0.9276, 3.9917], [0.3580, -0.0359, 4.4307], [1.6254, 0.2932, 3.2597], [-0.0488, -2.2757, 3.4671], [1.6740, -2.0885, 3.8100], [1.0752, -1.9440, 2.1469], [3.0711, 1.8751, -2.1775], [3.3463, 0.6841, -1.2824], [2.4678, 0.5694, -0.1454], [3.1194, -0.1466, 0.9124], [3.9990, 0.7456, 1.7710], [3.9504, 2.0273, -2.8038], [2.9118, 2.7762, -1.5918], [2.2148, 1.7222, -2.8239], [4.3616, 0.7821, -0.8960], [3.2816, -0.2492, -1.8529], [3.6990, -0.9688, 0.4821], [2.3262, -0.5783, 1.5177], [4.8763, 1.1023, 1.2324], [4.3419, 0.1807, 2.6389], [3.4322, 1.6103, 2.1125]],
  "mulliken_spin": [0.998, 0.000, 0.000, 0.000, 0.000, -0.004, -0.008, 0.000, 0.000, 0.000, -0.001, 0.000, 0.002, 0.000, -0.037, 0.002, -0.001, 0.000, 0.003, 0.000, 0.000, 0.000, 0.000, 0.000, 0.000, 0.000, 0.000, 0.000, 0.000, 0.000, 0.000, 0.000, 0.009, 0.000, 0.000, 0.000, 0.000, -0.002, 0.020, -0.001, 0.000, 0.000, 0.000, 0.004, 0.000, 0.000, 0.000, -0.001, 0.001, 0.000, 0.008, -0.005, -0.013, -0.001, 0.000, 0.000, 0.003, 0.000, -0.001, 0.000, 0.000, 0.000, 0.000, 0.000, 0.000, -0.002, 0.003, 0.022, -0.002, 0.001, 0.000, 0.001, 0.000, 0.003, 0.000, 0.000, 0.002, 0.000, 0.000, 0.000],
  "homo_energy_ev": [-11.85, -11.77],
  "e_tot_ev": -102884.2720,
  "de_lowest_ev": 0.837,
  "spin_multiplicity": 2,
  "total_charge": 1
}